This record from the Open Molecules 2025 dataset describes a molecular structure, C8H8O in a non-equilibrium geometry. The level of theory is ωB97M-V with the def2-TZVPD basis set.

Max |F| = 1.83 eV/Å
Energy above the lowest of the compared OMol25 structures with the same formula, charge and spin = 6.422 eV
E_tot = -10465.7010 eV

Structure (XYZ):
```
17
Properties=species:S:1:pos:R:3:forces:R:3
C 1.531 -1.785 2.135 0.49 -0.09 0.29
C 0.763 -1.254 1.382 -0.32 -0.26 -0.18
C -0.192 -0.702 0.406 0.94 -0.14 0.52
C -0.384 0.582 -1.668 0.14 -0.30 -0.82
C 0.161 1.420 -0.521 -0.78 0.34 0.57
C -0.525 0.876 0.743 0.25 -1.64 -0.76
C -1.607 -0.977 0.625 0.34 0.24 -0.60
C 0.524 -0.454 -0.982 -0.56 0.90 0.69
H 2.262 -2.220 2.800 -0.50 0.25 -0.38
H 0.122 0.884 -2.596 -0.54 -0.05 0.17
H -1.457 0.358 -1.781 0.52 0.37 -0.10
H 0.202 2.518 -0.496 0.41 -0.39 -0.39
H -0.122 1.180 1.701 -0.03 -0.16 0.00
H -1.607 0.905 0.727 -0.69 1.03 0.16
H -2.080 -0.733 -0.364 0.03 -0.22 0.56
H 1.023 -1.273 -1.511 -0.14 0.21 0.39
O 1.389 0.676 -0.600 0.43 -0.09 -0.12
```
Positions in Å, forces in eV/Å.